No. 1
{"formula": "C3H3F3O", "method": "ωB97M-V/def2-TZVPD", "de_lowest_kj_mol": 168.1, "homo_lumo_gap_ha": 0.4049, "lumo_energy_ev": 0.750, "homo_energy_ev": -10.27, "smiles": "O[C@@H](F)/C(F)=C/F", "symbols": ["O", "C", "F", "C", "F", "C", "F", "H", "H", "H"], "xyz": [[-1.44, -0.92, 0.37], [-0.76, 0.23, 0.68], [-0.28, 0.08, 1.95], [0.30, 0.60, -0.39], [0.39, 1.96, -0.68], [1.16, -0.19, -1.06], [2.13, 0.12, -1.94], [-1.10, -1.59, 1.00], [-1.59, 1.02, 0.86], [1.19, -1.31, -0.80]], "lowdin_charge": [0.022, -0.375, 0.029, -0.138, 0.025, -0.075, 0.051, 0.118, 0.185, 0.159]}

---

No. 2
{"formula": "C29H81N7O8", "method": "ωB97M-V/def2-TZVPD", "de_lowest_kj_mol": 214.1, "homo_lumo_gap_ha": 0.3158, "lumo_energy_ev": 0.467, "homo_energy_ev": -8.13, "smiles": "COC[C@H](C)N.COC[C@H](C)N.COC[C@H](C)N.COC[C@H](C)N.COC[C@H](C)N.COC[C@H](C)N.COC[C@H](C)N.CO", "symbols": ["C", "O", "C", "C", "C", "N", "H", "H", "H", "H", "H", "H", "H", "H", "H", "H", "H", "C", "O", "C", "C", "C", "N", "H", "H", "H", "H", "H", "H", "H", "H", "H", "H", "H", "C", "O", "C", "C", "C", "N", "H", "H", "H", "H", "H", "H", "H", "H", "H", "H", "H", "C", "O", "C", "C", "C", "N", "H", "H", "H", "H", "H", "H", "H", "H", "H", "H", "H", "C", "O", "C", "C", "C", "N", "H", "H", "H", "H", "H", "H", "H", "H", "H", "H", "H", "C", "O", "C", "C", "C", "N", "H", "H", "H", "H", "H", "H", "H", "H", "H", "H", "H", "C", "O", "C", "C", "C", "N", "H", "H", "H", "H", "H", "H", "H", "H", "H", "H", "H", "C", "O", "H", "H", "H", "H"], "xyz": [[0.66, 5.59, -0.69], [1.54, 5.31, 0.41], [2.11, 4.03, 0.40], [2.88, 3.78, 1.73], [3.28, 2.39, 1.94], [1.98, 4.10, 2.80], [0.98, 5.04, -1.58], [0.66, 6.67, -0.86], [-0.32, 5.24, -0.36], [1.33, 3.27, 0.27], [2.82, 4.07, -0.43], [3.79, 4.38, 1.74], [3.97, 2.42, 2.79], [3.81, 1.88, 1.13], [2.45, 1.73, 2.17], [1.20, 3.47, 2.74], [1.54, 4.97, 2.56], [2.06, -4.11, 0.16], [2.12, -3.55, -1.14], [2.45, -4.54, -2.14], [2.51, -3.89, -3.54], [2.91, -4.89, -4.61], [3.35, -2.69, -3.54], [3.04, -4.55, 0.37], [1.26, -4.84, 0.23], [1.84, -3.26, 0.80], [3.39, -4.99, -1.82], [1.70, -5.33, -2.11], [1.49, -3.53, -3.64], [3.08, -4.29, -5.51], [2.15, -5.59, -4.94], [3.83, -5.44, -4.40], [4.35, -2.85, -3.52], [3.18, -2.18, -2.69], [-1.11, -6.03, 1.95], [-2.00, -5.01, 1.47], [-1.51, -3.63, 1.64], [-2.54, -2.57, 1.06], [-2.63, -2.58, -0.41], [-2.24, -1.21, 1.42], [-0.13, -5.92, 1.50], [-1.49, -7.00, 1.61], [-1.18, -5.96, 3.03], [-1.30, -3.53, 2.70], [-0.50, -3.51, 1.26], [-3.57, -2.70, 1.39], [-3.44, -2.00, -0.85], [-2.89, -3.57, -0.80], [-1.68, -2.31, -0.88], [-3.00, -0.58, 1.20], [-2.19, -1.17, 2.43], [2.70, 1.94, -2.78], [4.06, 2.25, -2.82], [4.73, 1.32, -3.65], [4.37, 1.21, -5.15], [4.91, -0.06, -5.73], [4.93, 2.30, -5.98], [2.23, 2.42, -3.64], [2.24, 2.42, -1.91], [2.54, 0.87, -2.68], [5.82, 1.41, -3.59], [4.56, 0.31, -3.27], [3.29, 1.18, -5.31], [4.64, -0.91, -5.09], [6.00, 0.05, -5.81], [4.47, -0.30, -6.69], [4.56, 2.26, -6.92], [4.61, 3.18, -5.60], [-3.74, -2.22, -3.87], [-3.79, -0.93, -3.28], [-2.52, -0.17, -3.53], [-2.77, 1.29, -3.15], [-1.67, 2.27, -3.54], [-3.04, 1.36, -1.69], [-2.93, -2.87, -3.54], [-3.49, -2.17, -4.93], [-4.70, -2.72, -3.75], [-1.73, -0.58, -2.92], [-2.15, -0.29, -4.55], [-3.66, 1.59, -3.70], [-1.51, 2.30, -4.61], [-0.73, 2.01, -3.06], [-1.99, 3.29, -3.32], [-2.17, 1.11, -1.24], [-3.64, 0.58, -1.50], [0.01, -0.86, 3.64], [-1.24, -1.13, 4.16], [-1.22, -1.78, 5.42], [-2.67, -2.05, 5.92], [-3.58, -3.01, 5.11], [-3.31, -0.79, 6.07], [0.11, 0.06, 3.06], [0.41, -1.76, 3.16], [0.75, -0.72, 4.43], [-0.72, -2.74, 5.28], [-0.74, -1.07, 6.10], [-2.59, -2.57, 6.88], [-3.75, -2.58, 4.13], [-4.57, -3.25, 5.50], [-3.00, -3.91, 4.89], [-3.18, -0.22, 5.25], [-2.90, -0.23, 6.80], [-3.78, 4.74, 5.17], [-3.13, 4.83, 3.93], [-2.00, 3.98, 3.87], [-1.54, 3.88, 2.41], [-2.63, 3.36, 1.45], [-0.48, 2.91, 2.23], [-4.77, 5.20, 5.06], [-3.26, 5.37, 5.89], [-3.90, 3.72, 5.51], [-1.23, 4.39, 4.52], [-2.22, 2.99, 4.28], [-1.26, 4.86, 2.03], [-2.39, 3.40, 0.39], [-3.44, 4.07, 1.58], [-2.88, 2.30, 1.56], [-0.34, 2.78, 1.24], [-0.89, 2.06, 2.59], [0.64, -0.11, -0.29], [-0.51, 0.60, -0.02], [0.83, -0.98, 0.34], [0.56, -0.44, -1.33], [1.50, 0.55, -0.23], [-1.11, -0.05, 0.36]], "lowdin_charge": [-0.062, -0.215, -0.209, -0.447, -0.084, 0.032, 0.080, 0.090, 0.074, 0.099, 0.119, 0.138, 0.083, 0.078, 0.068, 0.005, 0.058, -0.102, -0.221, -0.186, -0.425, -0.060, 0.046, 0.091, 0.064, 0.075, 0.119, 0.123, 0.135, 0.074, 0.077, 0.079, 0.074, 0.057, -0.088, -0.204, -0.114, -0.408, -0.077, 0.057, 0.064, 0.088, 0.085, 0.096, 0.093, 0.138, 0.078, 0.088, 0.084, 0.097, 0.051, -0.121, -0.163, -0.196, -0.445, -0.082, 0.033, 0.090, 0.060, 0.085, 0.134, 0.100, 0.122, 0.047, 0.085, 0.080, 0.066, 0.064, -0.135, -0.203, -0.153, -0.420, -0.055, 0.063, 0.075, 0.077, 0.091, 0.109, 0.118, 0.135, 0.074, 0.068, 0.079, 0.026, 0.051, -0.124, -0.242, -0.173, -0.422, -0.045, 0.031, 0.082, 0.084, 0.090, 0.124, 0.128, 0.135, 0.059, 0.080, 0.068, 0.068, 0.075, -0.110, -0.184, -0.191, -0.389, -0.056, 0.033, 0.088, 0.087, 0.084, 0.129, 0.115, 0.138, 0.062, 0.076, 0.072, 0.052, 0.065, -0.167, -0.158, 0.070, 0.072, 0.067, 0.010]}

---

No. 3
{"formula": "C6H11NO2", "method": "ωB97M-V/def2-TZVPD", "de_lowest_kj_mol": 261.8, "homo_lumo_gap_ha": 0.3824, "lumo_energy_ev": 0.936, "homo_energy_ev": -9.47, "smiles": "C[C@]1(N)C[C@H]2OC[C@@H]1O2", "symbols": ["C", "C", "N", "C", "C", "O", "C", "C", "O", "H", "H", "H", "H", "H", "H", "H", "H", "H", "H", "H"], "xyz": [[1.83, -0.86, -0.40], [0.61, 0.04, 0.02], [1.38, 1.24, 0.21], [-0.27, -0.65, 1.15], [-1.56, -0.90, 0.32], [-2.25, 0.32, 0.36], [-1.46, 1.18, -0.53], [-0.39, 0.20, -1.06], [-1.05, -1.12, -0.95], [2.65, -1.05, 0.32], [1.35, -1.74, -0.78], [2.12, -0.35, -1.27], [2.21, 1.20, 0.79], [0.78, 1.86, 0.82], [-0.55, -0.02, 2.01], [0.26, -1.60, 1.48], [-2.24, -1.61, 0.71], [-1.04, 2.03, 0.15], [-2.17, 1.57, -1.25], [-0.22, 0.28, -2.08]], "lowdin_charge": [-0.026, -0.527, 0.050, -0.001, -0.377, -0.075, -0.052, -0.190, -0.011, 0.101, 0.074, 0.058, 0.079, 0.086, 0.120, 0.136, 0.145, 0.145, 0.119, 0.145]}

---

No. 4
{"formula": "C5H11NO", "method": "ωB97M-V/def2-TZVPD", "de_lowest_kj_mol": 58.9, "homo_lumo_gap_ha": 0.3672, "lumo_energy_ev": 0.859, "homo_energy_ev": -9.13, "smiles": "CCN(C)C(C)=O", "symbols": ["C", "C", "N", "C", "C", "C", "O", "H", "H", "H", "H", "H", "H", "H", "H", "H", "H", "H"], "xyz": [[-2.15, 0.43, -0.85], [-1.42, -0.53, 0.10], [-0.02, -0.17, 0.41], [0.54, 0.39, 1.65], [0.81, -0.43, -0.65], [2.29, -0.12, -0.57], [0.33, -0.92, -1.67], [-3.24, 0.27, -0.80], [-1.83, 0.26, -1.89], [-1.96, 1.48, -0.61], [-1.43, -1.52, -0.40], [-1.96, -0.63, 1.04], [-0.19, 0.41, 2.46], [1.40, -0.21, 2.01], [0.91, 1.42, 1.50], [2.68, -0.42, -1.55], [2.81, -0.68, 0.21], [2.48, 0.94, -0.42]], "lowdin_charge": [-0.083, -0.202, -0.103, -0.046, -0.517, -0.004, 0.018, 0.071, 0.067, 0.071, 0.118, 0.106, 0.084, 0.085, 0.087, 0.083, 0.081, 0.084]}